Formula: C39H42MoN8
Source: the Open Molecules 2025 dataset
Level of theory: ωB97M-V/def2-TZVPD

Element x y z (Å)
Mo  -0.81  -0.28  -0.25
N  -4.08  2.68  -0.33
N  -1.32  -1.31  -5.69
N  3.54  -0.66  0.54
N  1.80  -0.45  2.03
N  -0.88  0.11  -2.37
N  -1.01  0.89  -5.07
N  -2.59  0.72  -0.30
N  1.39  -0.30  -0.27
C  -2.38  -4.97  1.78
C  -1.05  -0.78  -3.35
C  6.76  0.60  2.92
C  -4.79  3.29  -1.45
C  2.43  -1.58  -3.58
C  -1.11  -0.39  -4.69
C  5.90  -2.23  0.52
C  -4.45  3.16  1.01
C  4.52  0.93  2.12
C  2.20  -0.43  0.74
C  -1.93  -4.18  -0.84
C  1.92  -1.53  -2.30
C  2.52  0.82  -2.14
C  -0.58  0.15  1.91
C  -1.21  -1.94  -0.06
C  0.59  -0.02  2.64
C  -2.62  -5.86  0.74
C  -1.91  -3.69  1.52
C  1.96  -0.09  4.80
C  2.59  2.10  -1.36
C  4.61  -0.23  1.36
C  -0.45  0.55  4.72
C  -3.31  1.62  -0.49
C  -2.39  -5.46  -0.57
C  -6.73  3.68  0.11
C  -0.86  1.77  -4.07
C  -1.65  0.75  4.04
C  0.68  0.15  4.04
C  2.97  -0.44  -4.16
C  1.96  -0.34  -1.57
C  5.59  1.34  2.91
C  -6.30  3.14  -1.26
C  -1.69  -3.27  0.20
C  -0.79  1.41  -2.75
C  5.79  -0.98  1.36
C  -5.94  3.00  1.23
C  3.01  0.74  -3.44
C  6.85  -0.55  2.14
C  -1.69  0.55  2.67
H  5.89  -2.00  -0.55
H  5.50  2.24  3.49
H  2.55  -0.67  2.67
H  7.77  -1.13  2.14
H  2.30  -1.13  4.70
H  2.75  2.95  -2.02
H  -1.08  -0.98  -6.61
H  2.78  0.56  4.47
H  -6.19  1.93  1.26
H  -6.56  2.08  -1.34
H  -2.98  -6.86  0.95
H  1.81  0.09  5.86
H  -1.14  -1.82  -3.06
H  -2.54  1.05  4.59
H  -0.65  2.15  -1.98
H  7.60  0.91  3.53
H  -1.06  -2.26  -5.49
H  -4.45  2.82  -2.37
H  -2.64  0.68  2.17
H  3.43  1.63  -3.90
H  -0.40  0.68  5.80
H  3.42  2.07  -0.64
H  -2.58  -6.14  -1.39
H  -6.82  3.67  -2.06
H  -1.76  -3.87  -1.86
H  3.35  -0.47  -5.17
H  5.06  -2.91  0.71
H  -4.16  4.21  1.07
H  -0.78  2.81  -4.35
H  -7.80  3.53  0.25
H  -2.55  -5.28  2.80
H  -3.86  2.60  1.74
H  3.62  1.53  2.09
H  -4.52  4.35  -1.49
H  3.78  -0.99  -0.38
H  1.45  -2.39  -1.83
H  -6.21  3.42  2.20
H  2.39  -2.51  -4.14
H  6.83  -2.75  0.74
H  -1.72  -2.99  2.32
H  1.68  2.26  -0.78
H  -6.55  4.76  0.14

## Properties
- Total charge: 0
- Gap between HOMO and LUMO (alpha / beta): 0.220 / 0.220 Eh
- Spin multiplicity: 1
- E_LUMO (alpha / beta): 0.66 / 0.66 eV

***

Formula: C39H43ClNiP2Si2
Source: the Open Molecules 2025 dataset
Level of theory: ωB97M-V/def2-TZVPD

Element x y z (Å)
Ni  -0.95  -0.17  1.50
Cl  0.80  -1.49  1.75
P  0.90  -0.47  4.15
P  -0.91  1.78  2.91
Si  -1.36  -1.06  -2.96
Si  2.67  -0.49  -2.38
C  1.00  2.22  7.15
C  0.18  3.39  -1.71
C  0.32  0.85  5.26
C  -1.62  -1.92  -5.78
C  0.68  1.74  -5.28
C  -1.42  2.78  -4.76
C  -1.79  1.67  -4.00
C  0.58  -3.63  -5.67
C  2.46  -3.09  -1.16
C  1.76  1.02  -1.82
C  -0.16  2.86  -5.37
C  -2.56  -1.43  1.34
C  -2.74  -0.38  2.37
C  -0.20  2.24  -1.03
C  0.67  -1.96  5.18
C  0.27  0.60  -4.59
C  -1.06  -2.19  -4.51
C  -2.27  3.00  2.95
C  -0.05  -3.19  -4.50
C  -2.35  -0.97  3.63
C  0.38  -4.19  -0.58
C  0.50  2.69  2.19
C  -1.06  -2.43  -6.97
C  -0.38  1.94  4.69
C  -2.02  -2.32  3.41
C  -0.96  0.55  -3.89
C  0.35  -1.97  -1.61
C  0.09  -3.23  -6.93
C  0.35  3.30  6.56
C  1.77  -4.18  -0.60
C  0.93  0.98  6.52
C  1.44  3.40  -2.31
C  1.77  -1.95  -1.63
C  2.23  2.25  -2.37
C  2.69  -0.09  4.13
C  -2.13  -2.61  2.03
C  0.61  1.09  -1.00
C  -0.37  3.16  5.37
C  -0.32  -3.09  -1.09
H  -3.25  0.56  2.22
H  -2.48  -0.48  4.60
H  3.07  -0.25  5.15
H  -2.91  -1.37  0.32
H  -2.46  -1.22  -5.85
H  -0.49  4.24  -1.77
H  0.17  3.74  -5.92
H  1.56  2.34  8.09
H  3.56  -3.06  -1.15
H  1.49  -2.03  5.91
H  0.61  -3.54  -7.85
H  0.42  4.28  7.03
H  3.23  -0.73  3.41
H  4.05  -0.45  -2.02
H  -3.09  2.63  3.58
H  -0.16  -0.93  -1.59
H  -0.30  -1.89  5.68
H  1.48  -4.25  -5.59
H  -2.10  3.63  -4.88
H  2.82  0.97  3.86
H  0.69  -2.83  4.51
H  -1.48  -2.16  -7.95
H  1.79  4.32  -2.78
H  0.53  2.51  1.11
H  -0.89  4.03  4.98
H  1.68  1.76  -5.71
H  -1.93  3.96  3.38
H  2.33  -5.02  -0.18
H  0.38  0.29  -0.26
H  0.36  -3.61  -3.57
H  -1.88  -3.04  4.22
H  -2.02  -3.62  1.62
H  0.96  -0.26  -4.57
H  -1.41  -3.07  -1.05
H  -0.17  -5.04  -0.17
H  -2.80  -1.11  -2.45
H  1.43  0.13  6.98
H  1.45  2.36  2.62
H  0.36  3.76  2.34
H  -2.64  3.21  1.94
H  -2.74  1.67  -3.47
H  3.22  2.30  -2.82
H  -1.15  2.24  -0.48

## Properties
- Expectation value of S²: 2.03
- Total charge: 0
- Gap between HOMO and LUMO (alpha / beta): 0.134 / 0.118 Eh
- Spin multiplicity: 3
- E_LUMO (alpha / beta): -1.53 / -1.91 eV

***

Formula: C39H44Cl2HfN3OP3
Source: the Open Molecules 2025 dataset
Level of theory: ωB97M-V/def2-TZVPD

Element x y z (Å)
Hf  0.05  0.23  0.27
Cl  -0.61  -1.17  2.19
Cl  2.47  0.72  0.43
P  1.22  1.66  -6.03
P  -3.91  -1.72  -2.13
P  1.32  -2.10  -0.10
O  -2.19  0.55  -3.50
N  -0.88  3.14  3.62
N  -0.40  1.87  1.86
N  -2.79  4.20  9.91
C  -3.21  3.46  6.43
C  0.69  1.87  2.76
C  2.62  -2.06  -1.36
C  -2.86  3.32  5.08
C  -1.35  2.64  2.44
C  -0.79  4.53  5.54
C  -3.65  -2.81  -3.53
C  -2.62  4.12  8.75
C  -2.31  -0.98  -1.66
C  3.78  2.73  -6.05
C  -1.13  4.64  6.88
C  0.35  -3.58  -0.48
C  -0.95  3.38  -6.25
C  0.33  3.09  -6.76
C  0.86  3.90  -7.78
C  -1.70  4.43  -6.78
C  -1.17  5.22  -7.80
C  0.72  0.99  -1.81
C  -4.50  -2.63  -0.71
C  -1.59  3.76  4.68
C  -0.29  0.27  -2.05
C  3.35  1.22  -7.90
C  -0.32  -1.98  -8.45
C  -0.66  -0.69  -8.89
C  -1.40  -0.39  -2.74
C  0.88  -1.03  -6.58
C  0.57  0.27  -7.02
C  2.22  -2.54  1.42
C  5.06  2.96  -6.54
C  0.42  2.69  3.79
C  -0.22  0.43  -8.17
C  2.90  1.87  -6.74
C  -1.94  -0.83  -0.38
C  0.11  4.96  -8.30
C  0.45  -2.14  -7.30
C  4.64  1.45  -8.38
C  -2.33  4.07  7.33
C  5.50  2.32  -7.71
C  -5.04  -0.40  -2.56
H  1.49  -2.73  2.23
H  -4.61  0.19  -3.38
H  5.73  3.65  -6.01
H  -0.49  1.43  -8.52
H  -0.41  -3.72  0.29
H  -4.17  3.07  6.80
H  -3.79  -3.43  -0.43
H  -0.15  -3.43  -1.45
H  1.58  1.30  2.59
H  2.86  -1.71  1.73
H  0.72  -3.15  -6.96
H  -2.96  -3.62  -3.27
H  -1.01  -1.20  -3.39
H  0.52  5.57  -9.10
H  4.97  0.95  -9.29
H  3.30  -1.22  -1.16
H  1.05  2.95  4.62
H  -1.65  0.94  -4.20
H  -5.99  -0.87  -2.87
H  -4.64  -3.23  -3.79
H  6.51  2.50  -8.08
H  -0.66  -2.85  -9.01
H  -3.51  2.81  4.37
H  -2.52  -1.33  0.41
H  -4.65  -1.95  0.14
H  1.54  1.55  -2.22
H  -2.32  2.92  2.06
H  1.86  3.71  -8.17
H  2.16  -1.91  -2.34
H  1.04  -4.43  -0.52
H  -5.46  -3.08  -1.00
H  -1.35  2.78  -5.43
H  2.81  -3.44  1.22
H  3.16  -3.01  -1.32
H  -5.20  0.24  -1.69
H  -1.26  -0.55  -9.79
H  2.69  0.53  -8.43
H  -1.76  6.05  -8.21
H  -0.45  5.11  7.57
H  3.44  3.22  -5.13
H  -2.70  4.63  -6.39
H  1.48  -1.16  -5.67
H  0.15  4.95  5.19
H  -3.26  -2.23  -4.39

## Properties
- Total charge: +2
- Gap between HOMO and LUMO: 0.171 Eh
- Spin multiplicity: 1
- E_LUMO: -7.33 eV

***

Molecular weight, respectively: 718.8; 724.0; 913.1 g/mol.
Strongest force on any atom, respectively: 0.64; 3.36; 5.02 eV/Å.